Computed, not measured: C47H60CrN6O3Se as an isolated structure, with ωB97M-V/def2-TZVPD.

The highest occupied orbital energy (spin up / spin down) is -4.56 / -4.75 eV. The total charge is -1. The expectation value of S² is 0.76. As for the frontier orbital gap (spin up / spin down): 0.25108 / 0.25810 Ha. The largest force on an atom comes out at 1.52 eV Å⁻¹. The spin multiplicity is 2.

The geometry in XYZ format:
```
118
Properties=species:S:1:pos:R:3:forces:R:3
H 4.09414 -2.08872 -1.38288 -0.0024 0.0066 -0.0336
H -3.00241 -2.82304 -3.29568 0.0116 0.0317 -0.0176
H -0.09026 3.22749 -5.96261 0.0055 0.0283 0.0201
H -4.81504 -1.17703 -3.47193 0.0116 0.0171 -0.0047
C -0.22597 1.35439 2.80260 -0.0457 0.0439 0.1244
H -3.86393 -0.21111 -4.60364 -0.0212 0.0029 0.0273
H -0.57117 6.73340 3.26529 -0.0049 -0.0332 -0.0090
H 1.51892 -3.42803 -4.40431 0.0166 0.0237 0.0386
C 0.97456 -3.83088 -3.55962 0.0415 0.0039 -0.0253
C -0.15861 4.08749 -5.29182 -0.0029 -0.0005 -0.0101
C 4.72413 -0.35273 1.49644 0.6926 0.2921 0.4636
C 0.12074 -4.91046 -3.76705 -0.0208 -0.0331 0.0277
H -0.41451 -1.48776 3.17616 -0.1069 0.0587 0.0392
C -1.63226 -3.44600 1.02066 0.0293 0.0598 0.0133
H -2.33424 2.15319 4.50746 -0.0015 0.0035 -0.0169
H 1.89188 -5.03525 0.58112 0.0639 -0.0195 0.0482
N 4.54051 -1.33788 3.88177 -0.0143 -0.1069 0.1455
H 2.15510 -4.82936 4.29974 -0.0095 -0.0047 -0.0176
H -3.03911 0.54144 4.65586 0.0281 0.0185 -0.0062
C -0.46090 -4.27911 3.36768 -0.0082 0.0644 0.0908
H 1.59576 6.95970 2.14619 0.0134 -0.0114 -0.0091
C -0.40715 -4.89168 -1.41154 0.0006 -0.0012 0.0503
C -2.84539 -0.72927 -2.73907 0.0479 -0.0141 -0.0271
C -1.37912 5.12831 -3.37363 -0.0120 -0.0200 0.0079
H -2.21122 5.03455 -2.67175 0.0333 0.0063 -0.0105
H -2.45480 -4.52330 4.12215 0.0207 0.0414 -0.0018
H -3.75812 -0.07655 -0.87787 -0.0020 -0.0360 -0.0073
H 1.92215 -3.06098 4.24340 0.0259 -0.0159 0.0036
C 0.64009 3.62577 2.33062 0.0297 0.0447 -0.0384
H -3.51152 -3.74918 2.00692 0.0251 -0.0009 -0.0094
N 6.78096 1.17701 1.12468 0.0504 0.0661 -0.0274
H -1.99277 -1.86047 -4.38969 -0.0079 -0.0052 0.0195
C 5.85694 0.50989 1.27005 -0.1969 -0.2121 0.0640
C 1.55012 5.92693 1.79186 0.0025 -0.0174 -0.0138
C 0.75824 5.07944 2.78756 -0.0098 -0.0230 0.0332
H -1.19732 -6.30285 -2.80593 0.0212 0.0097 0.0098
H -1.94143 -1.42173 4.07034 -0.0122 0.0531 -0.0060
C 2.33131 -3.91586 3.70498 -0.0217 -0.0648 -0.0367
H -0.85635 -0.17596 5.84624 0.0192 0.0262 -0.0260
H -4.02741 -1.78957 -1.25646 0.0291 0.0240 -0.0010
H -0.12139 1.41291 5.56159 -0.0018 -0.0179 -0.0011
N 3.91229 -0.51833 0.50817 -0.1258 0.0149 -0.2913
C 1.18894 3.14709 1.15328 0.0000 -0.0652 0.0060
N 1.76591 -3.97403 2.37530 -0.1325 0.0655 0.1685
H -2.93325 1.31926 3.06717 0.0027 -0.0134 0.0328
O 0.35142 -0.41454 1.28473 0.0122 -0.0490 0.0458
H 3.20320 -3.47918 -0.74530 -0.0163 0.0179 -0.0108
C -0.59807 0.24753 -2.00956 -0.1388 0.0278 -0.0222
H -0.46040 5.22958 -2.79289 -0.0310 0.0039 -0.0103
H 2.82840 -1.85131 -3.96610 0.0053 -0.0182 -0.0388
H 1.37337 -0.92742 -3.51084 -0.0175 -0.0072 0.0193
N 0.55903 -3.09511 -0.00218 0.0856 0.3634 0.0270
C 4.59113 -0.92979 2.81012 -0.1034 0.1044 -0.3360
C -1.79497 0.38729 -2.75772 -0.0496 -0.1053 0.0330
C -1.32878 -0.91582 3.31767 -0.0267 0.0319 0.0706
C -0.05600 2.69933 3.10713 -0.0481 -0.0466 0.0201
H 3.40778 -3.77894 3.62534 0.0402 0.0431 -0.0112
H 1.73926 3.79033 0.47836 -0.0230 0.0063 0.0163
C -2.62233 3.85723 -5.10589 0.0027 0.0014 0.0091
H 2.49574 4.75397 4.05004 -0.0273 0.0044 0.0203
Cr 1.23961 -1.23403 -0.23176 -1.4552 -0.1456 -0.3960
H -1.86835 -0.92616 2.36978 0.0303 0.0081 0.0658
C -2.41795 1.17960 4.02059 0.0651 0.0034 0.0092
N 2.08093 -2.21615 -2.00834 0.1110 -0.3073 0.1066
C -0.28925 0.42431 5.12729 -0.0136 0.0013 -0.0463
H 1.07791 5.92913 0.80624 0.0185 0.0145 0.0289
C -1.32086 3.90775 -4.30417 -0.0089 0.0340 -0.0128
C -4.09315 -0.35993 -3.54480 0.0070 0.0124 -0.0075
C -0.64185 5.69343 2.93075 -0.0082 -0.0078 -0.0014
H -0.00362 -5.32530 -4.75956 -0.0038 0.0108 0.0354
C -3.29280 -0.97776 -1.28814 0.0200 0.0632 -0.0420
C 0.38474 0.85334 1.62071 0.1327 0.0720 -0.1413
H 3.42082 -4.86204 1.46341 -0.0188 0.0030 0.0067
H -1.37350 -2.34123 -2.80211 -0.0354 0.0015 -0.0071
C -1.04925 0.51043 3.79291 0.0385 -0.0374 -0.0443
H -0.94161 -5.32254 -0.57558 -0.0171 0.0142 -0.0250
C -1.84425 -4.22780 3.27671 0.0295 -0.0433 -0.1040
C -0.24064 -3.48001 1.09723 -0.1448 -0.1939 -0.1287
Se 1.78892 1.17482 -0.82820 -0.0143 0.3474 -0.0232
H 1.52639 6.16963 4.50777 0.0080 -0.0353 -0.0135
H -4.56954 0.54569 -3.15837 -0.0028 -0.0399 -0.0318
C -1.09851 2.63789 -3.48408 0.0447 -0.0546 0.0553
H 2.57395 5.56045 1.68431 -0.0343 0.0197 -0.0148
H 0.68486 -0.04812 4.97718 -0.0352 0.0078 0.0137
H 0.96123 4.53625 4.89444 0.0117 0.0327 -0.0140
C -2.26159 -2.01800 -3.34086 -0.0277 0.0046 0.0273
H 0.79496 4.18312 -4.76870 -0.0267 -0.0082 -0.0234
C 1.47742 5.13819 4.14393 -0.0022 -0.0105 -0.0215
C 0.39535 -3.75568 -1.19539 0.0067 -0.0774 0.1744
C 2.31970 -1.32785 -3.15194 -0.0542 0.0803 0.0740
C 2.34578 -5.03090 1.57162 0.0345 0.0064 -0.1032
H -2.44820 -1.24261 -0.65612 0.0005 0.0596 -0.0171
C 0.35218 -3.90661 2.29793 0.1894 -0.1708 -0.1059
H 3.73473 -3.47205 -2.44844 -0.0134 -0.0219 -0.0483
C 0.25565 1.35812 -1.96391 0.1994 -0.0582 0.0446
H -0.50037 3.05723 4.02936 -0.0164 -0.0199 0.0142
H -1.24597 5.14439 3.65593 0.0120 0.0190 -0.0241
H -2.74198 4.78773 -5.66686 0.0065 -0.0241 0.0045
C -2.43249 -3.80957 2.09305 -0.0221 -0.0467 0.0113
H -1.51710 6.04536 -3.95496 0.0063 -0.0223 0.0208
C 1.12310 -3.27748 -2.30377 0.0818 0.0328 -0.0476
C -0.54509 -5.44629 -2.67572 0.0027 0.0448 0.0216
H 0.76328 3.31520 -2.62324 -0.0319 -0.0217 -0.0045
C 1.04682 1.80897 0.81847 0.0253 -0.0954 -0.0256
H -2.61776 3.03020 -5.82005 -0.0262 0.0205 0.0217
H -2.08607 -3.10192 0.09893 0.0596 -0.0599 0.0225
H -0.00154 -4.60459 4.29240 -0.0231 -0.0046 -0.0252
H -3.49054 3.74685 -4.45172 0.0164 -0.0011 -0.0330
H -0.30715 4.98770 -5.89648 0.0167 -0.0211 0.0171
C 3.36239 -2.85709 -1.62379 -0.0224 -0.0009 -0.0558
H 2.95996 -0.50602 -2.83507 0.0304 0.0061 0.0447
H -2.90379 1.65507 -4.04635 0.0599 -0.0198 -0.0003
H 2.19846 -6.02656 2.02434 -0.0073 0.0151 0.0260
H -1.16607 5.67220 1.97246 -0.0009 0.0010 0.0284
C -1.99151 1.56405 -3.47397 -0.0398 0.0363 0.0505
O 2.92300 -1.31518 0.71460 0.1901 -0.1815 0.0424
C 0.03574 2.51240 -2.69168 -0.0479 0.0437 0.0074
O -0.29135 -0.87433 -1.39089 0.5739 0.0458 -0.0042
```
Positions in Å, forces in eV/Å.

---

Computed, not measured: C47H64CrN3O2Se2 as an isolated structure, with ωB97M-V/def2-TZVPD.

The highest occupied orbital energy (spin up / spin down) is -7.31 / -7.39 eV. The total charge is 0. The expectation value of S² is 3.78. As for the frontier orbital gap (spin up / spin down): 0.23833 / 0.23494 Ha. The largest force on an atom comes out at 1.71 eV Å⁻¹. The spin multiplicity is 4.

The geometry in XYZ format:
```
119
Properties=species:S:1:pos:R:3:forces:R:3
C -0.21437 -3.53642 -6.48253 0.0448 0.0349 -0.0324
O -0.71356 2.02542 0.37346 0.2671 -0.1098 -0.0454
H 0.44775 3.14314 -1.33835 0.0128 -0.0582 -0.0375
C 0.27110 2.09352 1.25640 -0.1933 -0.1407 -0.1927
H 2.08436 -4.60225 3.12906 -0.0283 0.0268 0.0754
Se 0.95705 -0.47196 0.25710 0.0817 -0.0630 -0.0127
C 2.29150 1.08740 2.25672 -0.0180 0.0385 0.0239
H 0.03447 -6.26983 4.65377 -0.0335 0.0685 -0.0552
C -0.50169 -5.23617 -4.68328 0.0267 -0.0406 0.0114
H 0.83419 3.92582 -6.42974 0.0599 0.0021 0.0111
N 0.05485 1.37841 -2.30226 0.2205 0.1911 -0.1869
H 2.10902 -4.97346 4.85772 -0.0080 0.0470 -0.0511
H -0.59167 -2.62865 -6.96355 0.0242 -0.0772 0.0385
H 2.34581 1.50312 5.77540 0.0464 0.0615 -0.0083
H -1.82420 5.36051 3.65163 0.0598 -0.0718 -0.0126
H 5.27789 1.18695 4.87005 -0.0393 -0.0197 -0.0484
N -2.68561 1.38378 -1.57732 -0.6809 0.3629 -0.3186
H -1.37164 4.35205 0.15235 -0.0271 0.0184 0.0709
C 2.60277 1.80755 -6.69709 0.0035 -0.0576 -0.0305
H -2.35807 -2.18117 -1.12423 0.0806 0.0036 -0.0707
N -1.15662 -0.91924 -2.20766 -0.0554 -0.3409 -0.1896
H -1.22938 -3.65685 5.74773 0.0897 -0.0023 -0.0132
C 4.49523 1.06526 4.11628 0.0139 -0.0432 -0.0175
H -1.45246 -5.54010 4.03022 0.0897 -0.0003 -0.0093
H 3.22399 2.23463 -7.48677 -0.0246 -0.0289 0.0281
H -4.20236 -2.48782 4.31853 -0.0259 -0.0166 -0.0711
C 2.95755 2.38288 5.55535 -0.0283 -0.0025 0.0425
C -0.14508 -3.69909 5.61312 -0.0137 0.0320 0.0386
C -1.70702 4.36138 1.19025 -0.0758 0.0895 -0.0076
H -4.09916 -1.49505 0.11653 -0.0357 -0.0294 0.0521
C 3.90039 3.11007 -5.01485 0.0535 -0.0003 0.0042
C -0.36310 -5.54478 3.93525 -0.0155 -0.0370 -0.0272
C -1.78520 -3.05854 -3.01776 -0.0984 -0.0211 0.1083
H 4.53362 3.46875 -5.82990 -0.0235 -0.0082 0.0416
H -2.95074 -3.25107 -6.14288 0.0321 -0.0503 0.0131
C -0.46432 -0.70625 -3.33030 0.1820 0.3648 -0.0233
H 0.51203 -5.08457 -4.30258 -0.0576 -0.0079 -0.0319
C -1.07850 -2.86224 -4.20005 0.0390 0.0359 -0.0936
C 0.25828 5.69476 1.88660 0.0189 -0.0079 0.0085
H 2.44133 4.48239 -6.92559 -0.0211 -0.0075 0.0429
C 1.43375 3.05011 -3.26414 0.0159 0.1141 0.0856
H 3.95603 0.13943 4.34025 0.0381 0.0728 -0.0160
H 4.83965 3.49150 2.86416 -0.0257 0.0047 0.0779
C -3.59942 1.88273 -2.10905 0.1235 -0.0705 0.0650
C 1.49064 3.18006 3.00812 -0.0608 0.1125 0.0173
H 1.88780 4.02719 -3.15551 -0.0376 -0.0560 -0.0278
C -0.13865 -1.54034 1.40986 0.0761 0.0470 -0.0208
H 0.15944 -1.43372 -5.22989 -0.0477 -0.0397 0.0581
H 4.36002 2.21163 -4.59388 -0.0271 0.0516 -0.0344
C -0.53770 4.41065 2.18144 0.0241 -0.0813 -0.0257
H -2.33646 -3.48289 3.80334 0.0225 0.0204 -0.0259
C -4.16543 -0.36019 2.60385 -0.0151 0.0192 0.0396
C 0.64218 2.57399 -2.24032 -0.0392 0.0600 0.0160
C -1.51901 -1.31804 1.34569 -0.0463 0.1392 -0.1691
H -0.40614 6.56449 1.92930 0.0549 -0.0842 -0.0028
C -1.14727 4.50174 3.59228 0.0150 -0.0133 0.0134
H -5.62555 -2.50837 3.27364 0.0648 -0.0136 0.0075
H 1.59367 4.02889 3.67529 -0.0193 -0.0016 -0.0153
H 0.69795 5.65155 0.88473 -0.0348 0.0071 0.0757
C -2.51103 -4.17298 -5.75395 -0.0040 0.0077 0.0054
H 1.53678 -2.54648 2.28009 -0.0815 0.0145 -0.0014
O -2.05905 -0.47556 0.47867 0.2010 -0.1048 -0.0685
H 1.82167 4.88411 -5.32034 0.0000 -0.0426 -0.0346
H -2.51969 -4.92026 -6.55088 -0.0048 0.0217 0.0391
C 1.22637 1.06796 1.36609 -0.0314 -0.0895 -0.0623
C -4.46124 -2.17375 0.88828 -0.0156 -0.0254 -0.0060
C 2.49245 2.81121 -5.54933 -0.0521 -0.0179 0.0192
C 0.41659 3.19668 2.12471 0.0242 0.2717 0.1907
H -2.31627 5.25809 1.34374 0.0255 -0.0338 -0.0132
C -3.85640 -1.82775 2.26091 0.0709 0.0147 -0.0437
H 3.74872 2.45195 6.30996 -0.0632 -0.0020 -0.0710
H -3.73396 0.31841 1.86995 -0.0125 -0.0249 0.0232
H 4.98244 0.95447 3.14241 -0.0396 0.0128 0.0735
H -0.46562 -6.00911 -5.45473 -0.0055 0.0263 0.0399
H 3.88639 3.87870 -4.23930 -0.0051 -0.0475 -0.0442
C 0.45799 -2.43749 2.29459 -0.0381 0.0537 -0.0343
H 5.21501 3.62764 4.59421 -0.0732 -0.0113 -0.0547
H -0.38545 4.62037 4.36697 -0.0336 -0.0086 -0.0503
H 1.06892 5.85519 2.60234 -0.0530 -0.0187 -0.0420
H 0.25959 -4.39492 6.35622 -0.0354 0.0528 -0.0703
H -2.33731 3.48523 1.33589 0.0302 0.0667 0.0022
C 2.44318 2.16526 3.11462 0.0127 -0.0267 -0.0438
H 2.23464 -3.29385 4.32019 -0.0405 -0.0773 -0.0151
C 4.40179 3.53689 3.86594 0.0232 0.0352 -0.0280
H -4.40243 -3.77293 3.10706 -0.0128 0.0763 0.0151
H -0.11476 -5.88764 2.92625 -0.0154 0.0165 0.0757
C -1.80669 -2.07358 -2.05169 -0.0597 -0.0562 0.0005
H -5.24974 -0.20424 2.62686 0.0961 -0.0197 -0.0014
H 1.12302 0.39275 -5.30420 0.0059 0.0730 0.0446
H -1.72091 3.59823 3.81808 0.0384 0.0641 -0.0180
H 3.79405 4.44422 3.92615 0.0519 -0.0789 -0.0080
Se -4.97126 2.63049 -2.92333 -0.1100 0.0590 -0.0855
H -0.24122 -4.33721 -7.22414 0.0100 0.0376 0.0262
H -3.14822 -4.53552 -4.94492 0.0334 0.0211 -0.0348
C 3.56564 2.27931 4.14815 -0.0342 0.0049 -0.0196
H 0.83253 -3.37716 -6.20410 -0.0912 -0.0147 -0.0227
H 2.97846 0.24846 2.27118 -0.0551 0.0627 0.0021
H 0.25731 -2.70264 5.81775 -0.0263 -0.0720 -0.0070
C -2.33511 -2.04617 2.24672 -0.1687 -0.1109 0.1229
C 1.75410 -4.25534 4.11328 0.0542 0.0094 -0.0224
H -2.33038 -3.97564 -2.83204 0.0241 0.0640 -0.0279
C -4.55085 -2.70610 3.30440 0.0040 -0.0512 0.0403
C -1.71162 -2.92881 3.11425 -0.0990 -0.0080 0.0382
C 1.85551 4.10467 -6.08420 -0.0085 -0.0012 0.0021
C 1.00837 1.03852 -4.44539 0.1221 -0.0142 -0.2473
H 1.62551 1.57884 -7.13360 0.0799 0.0263 0.0346
C -1.06724 -3.93918 -5.27940 -0.0238 0.0575 0.0214
C -0.32886 -3.15599 3.17420 -0.0032 -0.0066 0.0067
H 3.07172 0.87175 -6.37577 -0.0407 0.0828 -0.0273
Cr -1.11647 0.58623 -0.83110 0.4477 -0.2034 1.6424
C -0.40901 -1.64941 -4.33643 0.0820 -0.1050 -0.2347
C 0.23080 -4.15158 4.19356 -0.0352 0.0226 -0.0159
H -4.21474 -3.20529 0.60966 -0.0281 0.0705 0.0222
H -5.55239 -2.08750 0.93056 0.0989 -0.0108 0.0015
H -3.76366 -0.10870 3.59053 -0.0366 -0.0180 -0.0569
H -1.11890 -5.61028 -3.86382 0.0332 0.0297 -0.0459
C 1.63312 2.28184 -4.40708 0.0026 -0.0542 -0.0808
H 2.32101 3.26667 5.65396 0.0534 -0.0780 -0.0087
C 0.23289 0.61621 -3.38461 -0.2120 -0.3445 0.0166
```
Positions in Å, forces in eV/Å.